(1)
Entry from the Open Molecules 2025 dataset: a structure of composition C36H64BO52PPbS4Zn at a distorted geometry (wB97M-V/def2-TZVPD).

Summary:
Highest occupied orbital energy, Eh: -0.3220
DFT total energy, Ha: -9253.8654
Charge: 0
Kohn-Sham gap, eV: 8.4

The geometry in XYZ format:
```
160
Properties=species:S:1:pos:R:3:forces:R:3:mulliken_charge:R:1
Zn -7.843050 -20.955937 -15.158927 -3.41 -0.83 -1.96 1.973
Pb -3.788844 -22.746100 -15.674162 -0.34 0.01 -0.11 4.839
O 0.389906 -25.165589 -18.278312 -2.06 2.30 -1.86 -0.640
C -0.382902 -24.498778 -18.990876 0.89 -1.75 1.89 0.053
O -0.388909 -24.401456 -20.294236 -0.40 -0.42 -0.08 -0.429
B -1.762986 -23.975965 -20.712517 0.56 0.24 -2.07 0.997
O -2.284992 -23.250554 -19.546534 -1.05 0.22 -0.91 0.008
C -1.678523 -23.697199 -18.518157 1.21 -0.73 4.53 0.256
O -1.973317 -23.573823 -17.308620 0.88 -0.36 -3.36 -0.225
O -2.659134 -25.098239 -21.110190 1.03 0.91 1.62 -0.581
C -2.816319 -25.151482 -22.412384 -1.10 -1.36 -0.25 0.698
O -3.422393 -26.077221 -22.910183 0.85 1.57 -0.49 -0.640
C -2.168690 -23.855184 -23.001700 0.28 0.77 -2.80 0.458
O -1.622801 -23.163673 -21.974858 -0.84 -0.99 -0.19 -0.507
O -2.162466 -23.548103 -24.204362 0.01 -0.70 3.78 -0.609
P -5.795633 -20.775540 -14.307972 -0.60 -3.57 -1.56 1.814
O -4.316280 -21.060015 -14.026593 -0.73 2.27 1.88 -0.441
O -6.097288 -21.878620 -15.383899 1.47 -3.03 -1.94 -2.897
O -6.445339 -19.667065 -15.135366 2.67 4.79 0.31 -0.567
O -7.039456 -21.153735 -13.447564 1.46 0.31 4.75 -0.489
C -12.267324 -22.654964 -10.902365 3.69 -0.80 -0.79 -0.478
C -11.434412 -21.508993 -11.459359 -0.09 0.02 0.12 0.340
O -11.644261 -20.474580 -10.485557 -0.21 1.23 1.21 -0.261
S -12.866954 -20.743681 -9.400016 -1.32 0.68 -3.51 0.979
O -13.901732 -19.681765 -9.482911 3.08 -3.16 0.19 -0.508
O -12.345466 -21.220784 -8.176629 0.05 0.40 0.31 -0.493
O -13.316750 -22.066960 -10.300364 -3.47 1.28 1.47 -0.416
H -11.652060 -23.175779 -10.168673 0.14 -0.08 0.36 0.438
H -12.373055 -23.399542 -11.691359 -1.40 0.20 -0.01 0.307
H -11.740289 -21.152234 -12.442849 -0.44 0.10 0.08 0.198
H -10.378424 -21.758900 -11.562054 0.05 0.08 0.45 -0.113
C -6.934838 -14.388597 -18.663569 2.08 0.04 -0.47 -0.300
C -7.998763 -15.307493 -19.233432 0.13 1.63 -1.11 -0.262
O -8.494334 -15.904688 -18.099157 -1.68 -0.17 3.55 -0.207
S -8.474908 -14.905336 -16.741441 -1.41 1.22 1.24 0.856
O -7.750506 -15.524876 -15.625116 -1.54 0.69 -2.53 -0.221
O -9.834016 -14.303580 -16.433321 4.73 -2.02 -1.63 -0.581
O -7.422144 -13.819568 -17.458835 -2.45 -1.03 1.10 -0.357
H -6.596411 -13.529600 -19.242955 -0.38 -0.24 -0.40 0.353
H -6.039422 -14.945692 -18.387940 0.12 -0.26 -0.12 0.193
H -7.767937 -16.121273 -19.920886 0.82 0.18 0.15 0.325
H -8.711375 -14.680685 -19.769522 -0.60 -0.05 0.23 0.288
C -4.735638 -19.853559 -10.725328 -0.69 -0.70 -3.01 0.379
C -5.098006 -21.331171 -10.698020 0.19 -0.08 -0.11 1.067
O -4.012081 -21.865557 -9.968336 1.13 -0.28 1.50 -0.188
S -3.625734 -20.855839 -8.733414 0.63 -2.09 0.55 1.086
O -2.199001 -21.114022 -8.430769 -3.60 1.41 -1.02 -0.568
O -4.624365 -21.016096 -7.678718 1.75 0.78 -1.81 -0.590
O -3.935701 -19.523394 -9.641971 0.68 -0.20 2.50 -0.356
H -5.632352 -19.290410 -10.983934 0.01 0.57 1.28 0.063
H -4.116067 -19.734179 -11.614136 0.22 0.08 -0.08 -0.129
H -5.025420 -21.720845 -11.713401 -0.19 -0.05 0.12 -0.915
H -6.035433 -21.631136 -10.229661 -0.09 0.34 0.05 0.159
C -5.290642 -17.464865 -13.196049 2.02 1.92 -1.23 2.116
C -5.555004 -15.954786 -13.470854 -2.83 0.67 0.01 -0.151
O -4.690620 -15.093232 -12.780022 2.60 -0.58 1.54 -0.414
S -3.498678 -15.933260 -12.055583 0.18 0.64 1.39 1.221
O -3.812591 -15.975850 -10.618361 0.49 -0.50 -3.00 -0.568
O -2.171192 -15.443761 -12.432370 -2.79 -1.40 0.18 -0.584
O -3.888026 -17.343138 -12.862193 1.67 0.51 1.58 -0.258
H -5.246596 -17.990448 -14.149946 -0.63 -0.18 0.31 -1.290
H -5.842331 -18.009912 -12.430104 -0.10 0.57 -0.09 -0.839
H -6.516619 -15.652313 -13.056218 -0.42 -0.32 -0.43 0.274
H -5.498866 -15.543791 -14.478834 -0.17 -1.16 -0.38 0.338
C -1.390854 -20.463637 -12.606271 -0.89 -0.51 -0.85 0.102
O -0.242539 -20.921782 -13.338779 1.16 -0.10 -0.95 -0.508
C -0.368768 -21.425817 -14.583643 -1.62 -1.78 -0.21 0.106
O -1.469639 -21.566567 -15.178520 3.99 1.02 1.20 -0.041
O 0.882762 -21.924535 -14.955115 -2.69 1.55 3.49 -0.429
C 1.130319 -22.537313 -16.149777 0.28 0.67 -3.28 -0.278
H -1.867561 -19.644089 -13.144038 -0.07 -0.05 0.07 0.163
H -1.147866 -20.150791 -11.590803 0.70 -0.10 -0.30 0.394
H -2.071362 -21.313482 -12.553621 -0.33 0.29 -0.04 -0.410
H 0.830821 -23.557289 -16.390685 -0.26 -0.09 0.97 -0.033
H 2.198373 -22.413956 -16.329107 0.05 -0.32 0.21 0.352
H 0.671095 -21.919862 -16.921761 -0.18 -0.10 -0.41 0.211
C -11.543804 -17.031482 -14.394132 -1.65 2.23 2.38 -0.721
O -10.463171 -17.623920 -14.933730 2.99 -2.68 -1.96 -0.094
C -9.692532 -18.486886 -14.257130 0.60 -0.36 0.80 0.400
O -9.288168 -19.533028 -14.782940 -1.27 2.53 1.46 -0.857
O -9.452319 -17.981819 -13.005230 -0.89 0.19 -2.17 -0.344
C -8.854327 -18.656661 -11.898243 0.26 -0.31 -0.61 0.427
H -12.186766 -16.637026 -15.180960 -0.09 -0.58 0.02 0.281
H -11.244089 -16.160796 -13.810886 0.09 0.29 0.03 0.300
H -12.011757 -17.669905 -13.644771 -0.58 -0.19 -0.42 0.281
H -7.811656 -18.854208 -12.147044 -0.21 -0.69 0.02 -0.156
H -9.484475 -19.527696 -11.718471 0.63 -0.13 0.41 -0.217
H -8.852254 -17.953257 -11.065578 -0.41 -0.06 -0.12 0.313
C -3.387085 -18.873960 -16.066868 0.76 -0.70 1.65 -0.015
O -3.094359 -19.015251 -17.460374 0.01 3.08 2.92 -0.679
C -3.279106 -20.108622 -18.067952 -0.83 -1.79 -0.99 0.107
O -3.545882 -21.228140 -17.673547 0.22 1.22 0.19 0.657
O -3.234850 -19.853926 -19.348626 0.32 -0.78 -2.99 -0.163
C -2.682967 -18.658617 -19.883461 0.64 1.66 0.35 -0.964
H -2.588447 -19.330502 -15.482186 0.04 -0.30 -0.17 0.063
H -4.307866 -19.349818 -15.729485 0.00 0.08 -0.79 -0.530
H -3.382483 -17.844667 -15.708213 -0.09 0.29 -0.98 0.460
H -3.347639 -17.795192 -19.912004 -0.82 -0.38 0.22 0.269
H -2.308450 -18.719847 -20.905267 -0.20 -1.08 0.13 0.309
H -1.873430 -18.256273 -19.274482 0.23 -0.52 0.08 0.363
C -8.835995 -24.786387 -16.646955 -0.37 0.23 -0.49 -0.686
O -9.183614 -24.831089 -15.226420 0.50 1.73 -0.22 -0.428
C -9.375652 -23.634790 -14.536741 0.12 -1.96 -1.09 0.757
O -9.287572 -22.509672 -15.012095 -0.55 -2.21 1.15 -0.601
O -9.758168 -23.938676 -13.284807 -0.23 1.26 0.18 -0.107
C -9.696312 -25.231526 -12.628083 1.48 -0.22 0.15 -0.445
H -9.731664 -24.594087 -17.237636 -0.19 0.12 0.25 0.505
H -8.458282 -25.746703 -16.997974 -0.07 -0.25 0.81 0.268
H -8.088259 -24.061668 -16.969088 0.07 0.37 0.86 0.116
H -9.297405 -25.137370 -11.618080 0.03 1.03 0.08 0.348
H -8.899595 -25.814036 -13.090720 -0.69 -0.43 -0.42 -0.063
H -10.645322 -25.727782 -12.425085 -0.19 0.18 -1.12 0.339
C -6.019196 -26.571611 -19.105196 0.05 0.56 -0.97 -0.902
O -5.357070 -25.499925 -18.396652 -0.63 -1.26 0.53 -0.045
C -5.403782 -24.194732 -18.646967 0.90 -0.61 0.06 0.302
O -4.950092 -23.487732 -17.767037 -1.27 0.34 -2.04 0.176
O -5.864625 -23.913743 -19.885406 -0.76 -1.02 0.36 -0.563
C -5.642970 -22.631065 -20.485155 1.02 0.64 0.96 0.333
H -5.884367 -27.549727 -18.643433 0.60 0.50 0.62 0.211
H -5.590917 -26.635798 -20.105465 -0.26 0.06 -0.11 0.306
H -7.099581 -26.431463 -19.140321 0.00 0.38 -0.18 0.316
H -5.817329 -22.532273 -21.556576 -0.28 -1.21 0.02 0.368
H -4.572991 -22.508224 -20.317374 -0.14 1.10 0.03 -0.140
H -6.305151 -21.896782 -20.026408 0.51 0.16 0.28 -0.434
C -6.951955 -27.912485 -14.820761 -0.37 -0.28 1.00 -0.563
O -5.960538 -27.049485 -15.356657 1.15 1.98 0.77 -0.158
C -5.430220 -25.950116 -14.603290 -0.68 0.39 -2.50 -0.096
O -4.589314 -25.223987 -15.133820 -2.09 -2.27 1.90 -0.401
O -6.109049 -25.768527 -13.457589 0.03 -1.62 -1.25 -0.336
C -6.067980 -24.589398 -12.715757 0.38 1.91 0.97 -0.398
H -6.490280 -28.461822 -14.000294 -0.44 -0.03 0.19 0.322
H -7.368186 -28.639692 -15.517916 1.03 0.09 -0.75 0.286
H -7.884065 -27.425564 -14.534093 0.33 0.63 0.53 0.020
H -7.021380 -24.375166 -12.232816 -0.34 -0.59 -0.31 0.093
H -5.885599 -23.685233 -13.296551 0.30 -0.17 -0.38 -0.100
H -5.372376 -24.648242 -11.878633 0.36 -0.21 -0.25 0.405
C -9.238628 -22.307651 -19.455668 -0.45 -0.33 0.09 -0.413
O -8.563534 -21.034839 -19.493677 -0.55 -0.81 -0.50 -0.417
C -8.125473 -20.548769 -18.362730 0.97 2.26 2.21 0.361
O -8.291605 -20.975515 -17.213423 -0.15 0.20 -2.64 -0.480
O -7.479350 -19.383915 -18.674871 -1.95 -2.36 -1.58 -0.492
C -6.889654 -18.537576 -17.758332 1.19 0.44 1.49 0.331
H -8.510756 -23.087909 -19.233175 -0.18 0.02 0.29 0.003
H -9.710604 -22.559654 -20.405325 0.63 0.65 -0.42 0.331
H -10.104642 -22.282213 -18.794260 0.46 0.03 0.60 0.279
H -6.680495 -17.597378 -18.268588 -0.07 -0.20 -0.10 -0.031
H -5.954873 -18.998921 -17.439840 -0.01 0.23 0.24 -0.033
H -7.483274 -18.329848 -16.868064 -0.13 -0.18 -0.13 -0.271
C -2.144630 -23.931531 -11.290637 -1.10 1.57 0.10 -0.268
O -1.440480 -24.820331 -12.096812 1.87 -1.59 -0.05 -0.465
C -1.413424 -24.775827 -13.415510 -2.39 -0.81 -2.23 0.471
O -2.194007 -24.109832 -14.116313 2.11 -0.75 1.71 -0.262
O -0.638421 -25.776181 -13.911693 0.01 1.04 2.91 -0.490
C -0.557856 -26.054180 -15.276730 -1.28 0.89 -1.79 -0.308
H -1.680859 -22.945945 -11.331185 -0.25 0.05 -0.16 0.267
H -2.175431 -24.180254 -10.229839 0.63 -0.80 -0.25 0.337
H -3.194424 -23.899708 -11.582236 0.04 0.32 -0.32 0.002
H -0.427079 -27.119275 -15.467987 0.50 0.17 0.49 0.394
H 0.154891 -25.404208 -15.784310 0.31 -0.47 0.19 0.181
H -1.507490 -25.793621 -15.744062 -0.17 0.02 -0.08 -0.160
```
Positions in Å, forces in eV/Å.

***

(2)
Entry from the Open Molecules 2025 dataset: a cluster of 6 separate species, C16H44O8 in total at a distorted geometry (wB97M-V/def2-TZVPD).

Summary:
Highest occupied orbital energy, Eh: -0.3677
Energy relative to the best compared isomer or geometry (same formula, charge and spin), eV: 0.0000
DFT total energy, Ha: -1237.8854
SMILES: CC(C)O.CC(C)O.CC(C)O.CC(C)O.OCCO.OCCO
Charge: 0
Kohn-Sham gap, eV: 10.5

The geometry in XYZ format:
```
68
Properties=species:S:1:pos:R:3:forces:R:3:mulliken_charge:R:1
C 1.332871 0.933011 -2.190353 0.13 0.75 1.05 0.363
C 1.257517 -0.029922 -3.340904 0.62 -0.07 0.16 -0.665
O 1.640090 0.577323 -4.577257 -0.35 0.04 0.15 -0.531
O 0.198077 1.811468 -2.173622 0.15 -0.26 0.00 -0.439
H 2.246703 1.539074 -2.105323 0.05 -0.13 -0.84 0.364
H 1.373093 0.423920 -1.219344 -0.65 -0.32 -0.25 -0.376
H 0.234936 -0.412278 -3.363222 0.01 -0.12 -0.17 0.385
H 1.943744 -0.861916 -3.167756 -0.04 -0.03 -0.03 0.213
H 0.844643 0.792843 -5.069651 0.03 -0.03 -0.11 0.358
H 0.124955 2.185089 -3.057742 0.05 0.16 0.03 0.221
C -2.034248 -0.081082 -0.453307 0.31 0.41 -0.40 -0.052
C -0.949177 -1.092205 -0.213023 0.01 -0.73 2.13 -0.644
O 0.035397 -0.581509 0.728767 0.33 0.09 -0.74 -0.260
O -2.672942 0.209554 0.779505 -0.22 -0.53 -0.14 -0.659
H -2.690713 -0.521250 -1.214425 -0.38 0.25 0.24 0.276
H -1.641008 0.871054 -0.817636 0.24 -0.27 -0.43 -0.051
H -0.460557 -1.579770 -1.052719 0.19 0.60 -0.28 0.471
H -1.391044 -1.919547 0.367942 -0.36 -0.01 -0.52 0.385
H -0.484515 -0.204707 1.450556 -0.17 -0.02 0.02 0.259
H -2.559732 1.158412 0.932820 0.14 0.14 0.21 0.408
C -0.688965 4.577183 -0.001986 0.18 -0.44 0.17 -1.068
C -1.851673 3.998295 0.783982 -0.30 0.76 0.06 0.883
C -3.099276 3.910872 -0.063727 -0.78 -0.53 -0.09 -1.608
O -1.551035 2.734551 1.362516 -0.19 0.14 -0.28 -0.457
H 0.166965 4.772633 0.648272 -0.05 0.10 0.00 0.265
H -1.007172 5.503767 -0.475106 0.11 0.05 -0.10 0.463
H -0.358286 3.849402 -0.748637 -0.07 0.14 -0.12 0.081
H -2.113358 4.721590 1.573311 0.24 -0.28 0.23 0.201
H -3.861882 3.294763 0.428163 0.18 0.01 0.09 0.370
H -2.944222 3.466231 -1.051195 0.22 0.08 0.03 0.238
H -3.569098 4.888629 -0.178816 0.22 0.09 -0.16 0.467
H -0.587212 2.602425 1.333606 0.10 -0.14 0.16 0.305
C -2.813803 -5.043674 -0.186252 0.14 0.33 -0.29 -1.035
C -3.249599 -4.918613 -1.641429 -0.50 -0.82 -0.10 0.490
C -3.883396 -3.589462 -1.973801 -0.24 0.25 -0.03 -1.064
O -2.155024 -5.173440 -2.530218 0.08 0.33 0.02 -0.561
H -1.948141 -4.391289 -0.042947 -0.01 -0.09 0.15 0.124
H -2.535656 -6.065830 0.064153 0.09 -0.02 -0.05 0.337
H -3.608112 -4.728299 0.490485 -0.03 0.01 -0.01 0.338
H -4.014549 -5.681672 -1.854235 0.03 0.07 0.19 0.291
H -4.316513 -3.606826 -2.974546 0.25 0.03 -0.10 0.360
H -3.183452 -2.755649 -1.893079 0.07 -0.08 -0.03 0.024
H -4.720922 -3.392374 -1.301738 0.11 -0.01 0.15 0.369
H -2.184661 -6.089228 -2.815667 0.02 0.01 0.09 0.322
C 3.202529 2.908852 2.327403 0.39 -0.23 -0.21 -1.417
C 1.945253 2.085508 2.606615 -0.35 0.91 -0.40 1.315
C 1.115306 2.715186 3.704836 -0.11 -0.57 0.63 -1.706
O 1.114779 2.069237 1.423286 0.20 -0.21 0.00 -0.305
H 3.030485 3.683096 1.578913 -0.35 0.03 0.12 0.272
H 4.012213 2.298365 1.916090 -0.06 -0.06 0.13 0.298
H 3.561135 3.394794 3.234745 0.08 -0.09 0.01 0.418
H 2.197884 1.071133 2.900931 0.07 -0.10 -0.06 -0.040
H 0.292810 2.056931 3.998470 -0.06 0.06 -0.21 0.363
H 0.686363 3.674616 3.423327 0.17 0.12 -0.08 0.273
H 1.734518 2.813491 4.600139 -0.03 0.26 -0.06 0.524
H 1.165576 1.229241 0.947660 0.04 -0.11 0.10 -0.166
C 4.151060 -2.877459 0.030254 0.18 -0.52 -0.53 -1.278
C 3.278536 -2.559993 1.214081 -0.66 -0.08 0.19 0.559
C 3.117270 -1.071653 1.419977 -0.03 0.43 -0.14 -0.775
O 1.979395 -3.124993 0.952571 0.04 0.01 0.00 -0.581
H 5.132113 -2.401505 0.027299 -0.06 0.15 0.21 0.333
H 3.609658 -2.592545 -0.875446 0.11 0.14 0.00 0.211
H 4.314314 -3.955107 -0.045982 -0.03 0.03 0.06 0.372
H 3.624832 -3.070216 2.116924 0.27 0.21 0.03 0.254
H 2.397020 -0.843015 2.205154 0.01 -0.21 0.08 0.352
H 2.704822 -0.663581 0.490023 0.09 0.09 0.06 -0.164
H 4.037121 -0.528122 1.643678 0.12 -0.24 -0.01 0.456
H 1.325962 -2.413813 0.964636 0.01 0.03 0.03 0.264
```
Positions in Å, forces in eV/Å.